Record 1
60
Properties=species:S:1:pos:R:3 method="wB97M-V/def2-TZVPD" charge=+1 homo_energy_ev="-11.14 / -11.14" spin_multiplicity=2
W 0.01 0.75 0.28
Sb -0.39 5.03 -0.45
F -1.45 5.03 1.13
F 0.69 4.36 -1.88
F -0.39 6.85 -0.83
F -0.96 -1.58 -1.09
F 0.68 -3.42 -0.76
F 1.17 1.41 -1.02
F -0.29 2.89 0.03
F 0.65 -1.93 -3.29
F 2.12 -0.55 -2.49
F -1.90 4.40 -1.46
F 1.18 5.04 0.64
O -1.05 1.34 1.65
O -2.78 1.14 3.10
N -0.45 -1.05 1.54
C -0.61 -3.35 2.42
C -1.65 0.24 -4.98
C 1.24 -2.71 0.99
C -1.18 1.59 -3.05
C 0.94 -1.14 -2.29
C -1.89 0.65 2.45
C 1.86 -3.95 1.26
C -2.44 -0.62 -4.21
C -1.54 -0.77 2.37
C 1.73 2.10 1.71
C 0.03 -2.35 1.64
C 2.73 2.36 0.76
C 0.25 -0.86 -1.18
C 1.20 -4.92 1.98
C 1.67 0.82 2.32
C -2.59 -0.40 -2.87
C -0.04 -4.63 2.52
C -1.04 1.35 -4.40
C 3.60 1.36 0.37
C 2.63 -0.15 1.98
C -2.21 -1.72 3.13
C -2.11 0.97 -0.83
C 3.56 0.11 0.98
C -1.96 0.72 -2.24
C -1.80 -3.03 3.13
H -2.92 -1.47 -4.68
H -0.59 -5.39 3.05
H 4.36 1.57 -0.37
H 1.14 2.92 2.12
H -1.52 0.04 -6.04
H -3.21 -1.06 -2.28
H -2.27 2.03 -0.59
H 2.71 -1.05 2.57
H -0.71 2.46 -2.61
H 2.82 -4.15 0.80
H -2.31 -3.80 3.69
H 4.31 -0.63 0.74
H 2.84 3.36 0.36
H 1.08 0.69 3.23
H 1.63 -5.90 2.10
H -3.05 -1.38 3.72
H -2.84 0.30 -0.33
H 1.79 -1.93 0.47
H -0.46 2.02 -5.01

***

Record 2
58
Properties=species:S:1:pos:R:3 method="wB97M-V/def2-TZVPD" charge=+2 homo_energy_ev="-14.20 / -14.25" spin_multiplicity=5
I -1.26 -2.85 -2.59
I 0.85 -5.56 -1.41
Ru -0.13 -1.27 -0.56
As 0.89 0.92 -0.29
S 2.03 -1.86 -1.10
S 0.32 -2.96 1.33
F -4.30 0.81 0.04
F -3.14 2.48 -0.69
F -4.43 1.39 -2.04
O -1.66 0.12 -0.32
O -2.35 -0.21 -2.42
N -1.88 -4.25 2.17
N -2.18 -2.34 0.89
C -0.79 5.01 -1.69
C -3.22 -4.45 2.28
C 0.18 2.87 -2.21
C -3.49 -2.51 0.97
C -0.31 4.10 -2.63
C 2.28 0.70 2.21
C 5.24 0.33 -1.90
C -0.05 0.69 3.75
C 2.35 0.58 3.59
C 1.03 0.82 1.61
C -0.48 -4.81 -2.85
C -0.79 4.70 -0.34
C 4.80 1.63 -1.65
C -4.07 -3.58 1.67
C 1.19 0.58 4.35
C -1.36 -3.21 1.48
C 0.17 2.58 -0.85
C -3.61 1.28 -1.01
C -0.15 0.81 2.37
C 4.39 -0.74 -1.72
C 3.07 -0.51 -1.29
C -2.45 0.31 -1.33
C -0.32 3.47 0.09
C 2.65 0.80 -1.01
C 3.50 1.87 -1.20
H -5.14 -3.71 1.73
H -1.11 0.89 1.89
H -0.32 3.23 1.15
H 3.19 0.71 1.62
H -3.53 -5.31 2.84
H -1.37 -5.44 -2.84
H 4.72 -1.75 -1.93
H -1.17 5.97 -2.02
H -1.17 5.42 0.38
H 0.55 2.16 -2.94
H -1.24 -4.90 2.61
H 3.17 2.88 -0.99
H 1.26 0.49 5.43
H 5.47 2.46 -1.80
H -4.10 -1.77 0.48
H -0.31 4.35 -3.68
H 6.25 0.17 -2.25
H 0.00 -4.81 -3.82
H -0.95 0.70 4.35
H 3.32 0.50 4.07

***

Record 3
62
Properties=species:S:1:pos:R:3 method="wB97M-V/def2-TZVPD" charge=+1 homo_energy_ev="-11.30 / -11.44" spin_multiplicity=2
Re 1.42 -0.30 0.70
I 3.17 -2.42 1.44
S 2.98 1.14 -4.36
S -0.49 0.12 -0.85
F 2.40 1.58 2.94
F 4.06 0.93 1.55
O 0.28 -0.46 2.22
O 4.35 1.25 -4.76
O 2.43 0.12 -0.84
O -3.41 -4.25 1.80
O 1.96 0.79 -5.29
N 2.90 0.09 -3.05
N 0.21 -2.57 0.66
N -2.39 1.90 -1.31
N -1.14 2.26 0.61
N -3.07 0.25 3.31
C -3.08 -1.83 2.09
C -1.81 3.39 0.92
C -3.70 -0.82 2.81
C 2.56 0.73 -2.02
C 2.49 2.57 -3.44
C 2.29 3.87 -3.86
C -3.93 -2.96 1.53
C 1.87 4.79 -2.91
C -1.75 0.35 3.14
C -1.04 1.52 3.76
C 2.32 -5.49 -1.48
C 0.23 -4.37 -1.05
C 2.29 2.18 -2.13
C 0.96 -5.33 -1.73
C -1.06 -0.61 2.40
C -1.71 -1.71 1.86
C -2.80 3.81 0.09
C -0.98 -2.73 1.07
C 1.87 3.10 -1.18
C 2.96 -4.66 -0.57
C 1.66 4.41 -1.58
C -1.40 1.53 -0.49
C -3.05 3.01 -1.03
C 2.22 -3.71 0.09
C 0.85 -3.57 -0.10
B 2.77 0.89 1.86
H 1.71 5.82 -3.20
H 2.47 4.16 -4.89
H -0.41 1.92 1.23
H -3.98 -2.87 0.45
H 2.88 -6.24 -2.01
H -0.82 -4.23 -1.26
H -1.52 3.89 1.83
H -3.59 -4.48 2.72
H -3.84 3.27 -1.73
H 1.74 2.81 -0.14
H 0.47 -5.95 -2.47
H -4.77 -0.87 3.00
H -3.36 4.71 0.29
H -1.51 -3.67 0.89
H 4.03 -4.76 -0.40
H -4.94 -2.86 1.91
H 1.34 5.15 -0.86
H -1.75 2.34 3.88
H -0.68 1.25 4.75
H -0.17 1.83 3.19

***

Looking at electronic energy for the records above, in order, we have -2574.8545; -5246.1312; -3011.4551 hartree.